Computed, not measured: C40H45Cl4CsN4O4S as an isolated structure, with the ωB97M-V functional and the def2-TZVPD basis.

Last column: Mulliken charge in e.
Atoms and positions in Å:
Cs 0.838 -0.524 1.935  1.39
C 1.712 1.348 -1.724  -0.14
C 2.419 0.203 -2.448  -1.10
N 2.441 -1.016 -1.665  0.74
C 3.708 -1.689 -1.475  -0.48
C 4.823 -0.872 -0.800  -0.77
S 4.395 -0.348 0.890  -0.03
C 4.434 1.464 0.787  -0.72
C 3.612 2.093 -0.341  -1.13
N 2.270 1.588 -0.416  1.07
H 0.662 1.078 -1.596  -0.34
H 1.734 2.233 -2.389  0.41
H 3.439 0.510 -2.718  0.47
H 1.892 0.040 -3.400  0.46
H 2.032 -0.867 -0.752  -0.53
H 4.087 -2.031 -2.447  0.43
H 3.504 -2.573 -0.867  -0.26
H 5.087 0.014 -1.381  0.29
H 5.719 -1.492 -0.734  0.61
H 5.465 1.823 0.732  0.44
H 4.023 1.783 1.749  0.25
H 4.112 1.903 -1.293  0.46
H 3.649 3.186 -0.196  0.41
H 1.642 2.016 0.253  -0.40
C -3.226 1.405 3.642  -1.95
C -1.895 1.676 2.933  0.85
O -1.735 1.085 1.869  -0.22
C -0.953 2.615 3.541  1.14
C -1.370 3.231 4.750  -0.80
C -0.662 4.197 5.413  -0.92
C 0.564 4.618 4.859  -0.31
C 1.021 4.062 3.706  -0.74
C 0.324 3.022 2.972  -0.30
O 0.860 2.587 1.923  -0.33
H -3.762 0.680 3.035  0.29
H -3.824 2.313 3.738  0.41
H -3.072 0.991 4.640  0.44
H -2.311 2.928 5.188  0.28
H -1.039 4.622 6.334  0.36
H 1.149 5.387 5.354  0.35
H 1.964 4.371 3.270  0.36
C -2.195 1.817 -5.090  -1.42
C -2.013 2.951 -4.118  1.10
C -1.998 4.273 -4.538  -0.84
C -1.803 5.303 -3.630  -0.82
C -1.623 5.003 -2.288  -1.06
C -1.641 3.692 -1.825  0.98
C -1.416 3.386 -0.372  -0.15
C -1.846 2.663 -2.758  -0.40
N -1.777 1.312 -2.390  0.24
C -2.714 0.704 -1.796  0.76
C -4.033 1.329 -1.410  -1.83
C -2.540 -0.746 -1.485  1.03
C -3.741 -1.637 -1.713  -2.10
N -1.413 -1.141 -1.076  0.44
C -1.156 -2.505 -0.795  -0.66
C -1.520 -3.035 0.440  2.28
C -2.340 -2.218 1.397  -1.55
C -1.125 -4.327 0.759  -0.99
C -0.422 -5.099 -0.149  -1.06
C -0.112 -4.572 -1.392  -0.84
C -0.459 -3.272 -1.731  0.89
C -0.052 -2.666 -3.047  -1.43
H -2.137 2.174 -6.118  0.43
H -3.163 1.326 -4.953  0.26
H -1.432 1.054 -4.928  0.27
H -2.127 4.495 -5.592  0.35
H -1.782 6.332 -3.966  0.39
H -1.459 5.801 -1.573  0.45
H -1.466 4.297 0.225  0.52
H -0.442 2.934 -0.184  -0.28
H -2.143 2.679 0.025  -0.21
H -4.056 2.386 -1.665  0.41
H -4.187 1.216 -0.334  0.26
H -4.858 0.822 -1.915  0.55
H -4.113 -1.518 -2.735  0.44
H -4.553 -1.371 -1.034  0.39
H -3.472 -2.678 -1.550  0.44
H -3.392 -2.191 1.079  0.31
H -2.026 -1.178 1.459  0.00
H -2.311 -2.654 2.396  0.41
H -1.342 -4.716 1.747  0.39
H -0.069 -6.083 0.130  0.39
H 0.463 -5.163 -2.095  0.31
H 0.359 -3.434 -3.704  0.42
H 0.720 -1.913 -2.864  0.10
H -0.895 -2.189 -3.555  0.29
Cl 2.593 -7.519 4.763  -0.28
C 2.462 -6.162 3.673  0.14
C 2.863 -6.281 2.363  0.10
Cl 3.522 -7.783 1.768  -0.28
C 2.714 -5.176 1.500  0.54
Cl 3.295 -5.290 -0.148  -0.27
C 2.142 -3.944 1.879  -0.91
O 1.948 -2.981 1.067  -0.24
C 1.784 -3.793 3.305  -0.17
O 1.345 -2.683 3.745  -0.90
C 1.944 -4.932 4.121  0.31
Cl 1.479 -4.755 5.800  -0.30

**Gap between HOMO and LUMO**: 3.83 eV
**Total charge**: -2
**Molar mass**: 952.61 g mol⁻¹